ORCA calculation (the ωB97M-V functional and the def2-TZVPD basis) on a structure of composition C33H44BrN4O2Ti in a non-equilibrium geometry.

The geometry in XYZ format:
```
85
Properties=species:S:1:pos:R:3:forces:R:3
C -2.400 2.707 -1.806 0.041 0.006 0.057
O -1.139 1.150 -0.448 0.683 -0.511 0.807
Br -0.476 3.954 -5.222 0.133 0.048 -0.136
C -2.497 -2.013 0.343 -0.054 0.034 -0.077
H -3.406 3.643 -5.389 -0.005 0.006 0.000
H 2.680 1.892 3.126 -0.009 0.005 0.006
C 1.707 2.798 -0.603 0.048 -0.030 -0.052
N 0.969 0.899 1.402 -0.061 0.045 0.000
C 1.863 0.243 2.060 0.308 -0.103 -0.207
H 2.345 0.464 4.110 0.019 -0.012 -0.006
H 3.446 -2.862 1.566 -0.001 0.004 0.002
C 0.696 2.308 1.681 0.057 -0.484 0.047
H -1.426 0.462 -2.691 -0.016 0.010 0.012
C 0.774 4.559 0.911 0.001 -0.046 -0.040
H -5.135 2.979 -3.761 0.001 0.003 0.000
H -2.137 0.711 2.346 -0.006 -0.008 -0.006
H 0.423 1.842 4.866 0.011 0.025 -0.010
O -2.268 2.814 0.612 -0.159 -0.145 0.323
H -1.432 -3.116 -2.757 0.009 -0.044 0.007
C -2.689 -0.076 1.836 0.088 -0.030 -0.119
N -1.744 -1.113 1.293 -0.092 0.052 -0.096
C -2.510 -1.451 -1.065 -0.023 -0.015 0.058
C 1.131 -4.466 1.196 -0.015 0.004 0.033
N 1.390 -1.521 0.539 0.422 -0.159 -0.196
H 4.252 -1.294 1.699 0.002 -0.012 0.006
C -3.745 2.671 -2.159 -0.052 0.171 -0.029
C -1.787 3.424 -4.000 -0.100 -0.059 0.134
H -0.732 -1.257 3.152 -0.002 -0.029 0.011
C -0.239 1.737 4.005 0.036 0.001 0.005
H -4.505 2.423 -1.429 0.013 -0.017 0.006
C 2.710 0.805 3.134 -0.055 -0.050 0.070
C 1.774 -3.932 -0.055 0.002 -0.083 -0.055
H -0.548 -2.682 2.089 0.023 -0.010 0.013
C 2.308 -4.819 -0.989 -0.016 0.002 -0.007
C 3.359 -1.865 1.982 0.052 0.032 -0.019
C -3.126 3.376 -4.380 -0.022 -0.002 0.024
C -1.229 -1.916 2.443 -0.060 0.088 -0.063
H 2.811 -0.420 -2.841 0.010 -0.016 0.003
H -0.369 3.122 -2.424 -0.064 0.004 -0.008
H -0.690 -3.423 -1.172 0.017 -0.012 0.003
H -0.533 4.378 4.025 0.006 0.005 0.001
H 3.317 -5.082 -2.859 0.001 -0.002 0.001
C 2.485 -0.618 -1.821 0.008 0.080 0.007
H 1.190 1.987 -1.124 0.009 -0.021 0.020
C -1.160 -0.571 -2.887 0.011 -0.119 0.029
H 1.380 -3.887 2.087 -0.018 0.009 -0.009
H -3.524 -2.124 0.698 0.039 -0.024 0.114
H -3.263 0.359 1.023 0.016 0.002 0.038
H 2.262 -5.881 -0.785 0.010 -0.002 -0.003
H -2.960 -0.459 -1.093 0.026 0.015 -0.028
H -0.216 0.689 3.704 0.012 0.028 0.005
H -1.244 1.962 4.360 0.000 -0.003 0.004
H 3.736 0.452 3.041 0.010 0.019 0.019
C 2.968 -3.011 -2.431 -0.026 0.003 0.009
C 2.441 -2.092 -1.534 0.059 -0.042 -0.080
H 2.733 2.472 -0.417 -0.006 -0.018 0.011
C -1.411 3.078 -2.713 0.003 -0.093 -0.095
H 0.276 -2.730 -2.477 -0.011 0.005 -0.014
C 2.158 -1.149 1.500 0.114 0.310 0.301
C -0.709 -2.751 -2.025 -0.084 0.042 0.060
C -0.094 4.050 3.091 -0.010 -0.003 0.015
C 0.146 2.690 2.902 -0.216 0.071 0.057
H -0.186 -0.626 -3.370 -0.003 0.038 -0.003
H -1.903 -1.014 -3.554 0.030 -0.003 -0.037
H -3.365 -0.571 2.533 -0.014 0.026 0.023
C 0.217 4.975 2.113 -0.007 0.004 0.021
C -2.010 2.361 -0.433 0.116 0.146 -0.483
H 3.355 -1.906 3.074 0.008 -0.015 -0.005
H 3.432 -2.661 -3.345 0.004 -0.005 -0.002
H 1.759 3.633 -1.300 0.030 0.016 0.025
H 1.455 -5.488 1.380 0.010 0.003 -0.001
H 3.151 -0.070 -1.151 0.001 -0.006 0.015
H -2.032 -2.997 0.359 0.027 0.013 0.069
H -2.076 -2.389 2.944 0.010 -0.020 0.013
C 2.902 -4.370 -2.158 -0.017 0.000 -0.004
H 0.032 6.026 2.287 -0.012 0.001 -0.003
H -3.120 -2.100 -1.699 0.028 0.017 -0.047
H 1.036 5.290 0.156 0.002 0.001 0.002
Ti -0.235 -0.234 0.113 -1.435 0.578 -0.862
C -4.096 3.000 -3.461 0.020 -0.015 -0.003
C 1.019 3.216 0.667 0.083 0.182 -0.014
H 0.041 -4.503 1.103 0.004 -0.004 -0.014
N -1.121 -1.371 -1.621 0.090 -0.031 0.088
H 1.489 -0.141 -1.742 -0.037 -0.006 0.002
C 1.863 -2.578 -0.361 -0.053 0.159 0.258
```
Positions in Å, forces in eV/Å.

Summary:
energy above the lowest of the compared OMol25 structures with the same formula, charge and spin = 110.21 kJ/mol
electronic energy = -138125.0333 eV
largest force on an atom = 1.8 eV/Å
E_HOMO = -16.1081 eV
total charge = +3

Mulliken population analysis, charges in e, atoms 1 to 2: 0.141 0.966